104
Properties=species:S:1:pos:R:3:forces:R:3:mulliken_charge:R:1 method="wB97M-V/def2-TZVPD" relative_energy_ev=0.488 charge=-1 lumo_ev=-0.16 total_energy_ha=-5410.1844 homo_ev=-5.728
Sn -23.0159 -7.5389 12.9449 0.753 0.225 -0.448 1.799
I -17.3943 -10.7520 6.0950 -0.028 0.105 0.131 0.062
C -18.5231 -9.6264 7.4493 -0.649 0.019 0.747 -0.056
C -18.8726 -10.1669 8.6957 1.392 -1.018 -1.157 -0.561
C -19.6645 -9.4829 9.5604 -0.488 0.970 0.299 -0.367
C -20.1228 -8.2222 9.1778 0.224 0.455 -0.952 -0.596
C -19.7107 -7.6138 7.9923 -1.374 -0.442 -0.520 -0.211
C -18.9827 -8.3613 7.0965 2.273 -0.414 -1.007 -0.677
C -21.1184 -7.5683 10.0197 0.005 0.158 1.597 0.535
C -20.6580 -6.8252 11.1171 1.481 0.103 0.396 0.824
C -19.3231 -6.2954 11.1892 -0.089 -1.949 -2.851 -1.206
C -19.2234 -5.5649 12.2664 3.094 2.281 1.361 -1.191
C -20.3819 -5.7101 13.0315 -0.830 -0.401 -0.430 0.609
C -20.5531 -5.2611 14.2933 -2.429 1.427 2.535 0.795
C -19.6499 -4.3100 15.0977 0.029 -1.405 -1.843 -1.033
C -19.3433 -3.0210 14.6532 -0.541 -0.172 0.256 -0.275
C -18.5374 -2.2003 15.4028 0.400 -1.509 1.114 -0.902
C -17.9410 -2.6973 16.5597 0.070 -0.290 0.040 0.037
I -16.4149 -1.5737 17.4694 -0.251 -0.057 0.044 0.067
C -18.2144 -3.9746 17.0024 -0.318 -0.406 -1.606 -0.770
C -19.0589 -4.8098 16.2328 0.521 0.551 1.703 0.051
C -21.8030 -5.4650 15.0413 1.118 0.555 1.652 0.863
N -22.8180 -6.2880 14.6628 -0.930 1.622 2.330 0.109
C -23.7661 -6.1924 15.7135 -3.190 -1.562 -2.036 0.051
C -25.1794 -6.6458 15.5211 2.678 1.928 2.214 1.052
C -26.0063 -6.5476 16.8350 1.864 -1.823 -2.679 -1.009
C -26.7136 -5.4976 17.3419 -0.598 -0.006 0.086 -0.314
C -27.2864 -5.6683 18.6166 0.356 0.508 -0.758 -0.676
C -27.1693 -6.8986 19.2533 -0.831 2.476 1.114 -0.246
I -27.9777 -7.0639 21.2159 0.156 -0.061 -0.531 0.023
C -26.4506 -7.8991 18.7061 -0.800 -1.707 1.159 -0.242
C -25.8669 -7.7463 17.4991 0.478 -0.502 -0.128 -0.129
C -25.6533 -7.1368 14.3545 -0.604 0.656 -0.137 0.812
C -26.9641 -7.6486 14.2310 -0.814 0.039 -0.225 -1.260
C -27.1679 -7.9693 12.9322 -0.519 -0.659 -0.353 -1.043
C -25.9791 -7.6607 12.2021 0.590 1.103 3.317 0.552
N -25.0354 -7.0727 13.1056 -1.550 -1.539 -1.369 -0.438
C -25.7974 -8.0102 10.8997 -0.956 -0.247 -0.979 0.621
C -24.6046 -8.0652 10.2886 2.069 -0.673 -0.190 0.417
C -24.2865 -8.8628 9.1373 -1.006 -0.753 -1.569 -0.371
C -23.0144 -8.6673 8.7763 0.631 0.276 2.360 -2.029
C -22.4204 -7.8964 9.9101 -2.039 -0.565 -1.378 0.489
N -23.4411 -7.5877 10.7983 1.194 0.854 0.702 -0.570
C -26.9558 -8.4878 10.1399 -2.447 -1.850 -0.715 -0.314
C -27.6319 -9.7195 10.4959 2.037 1.546 -0.713 -0.061
C -28.5959 -10.2228 9.6547 -0.048 -0.072 0.823 -0.648
C -29.1288 -9.4683 8.6241 -0.453 -0.707 -0.789 -0.525
I -30.6654 -10.3782 7.3265 0.985 0.707 0.942 -0.011
C -28.5553 -8.2677 8.2651 1.102 -1.140 1.807 -0.893
C -27.4161 -7.8412 8.9839 0.026 -0.483 0.513 -0.130
C -23.3590 -5.4074 16.7911 2.391 0.441 -0.411 -0.908
C -22.1122 -4.9060 16.4041 -1.023 -0.657 -1.228 -1.534
N -21.2669 -6.4946 12.2465 -1.631 0.288 1.696 0.079
H -18.4594 -11.1325 8.9746 -0.218 0.046 -0.020 0.442
H -19.9298 -9.8604 10.5414 0.003 -0.141 -0.343 1.075
H -20.2059 -6.7134 7.6048 0.476 -0.058 0.618 0.370
H -18.5238 -7.9749 6.1673 -0.946 0.129 0.442 0.317
H -18.6048 -6.6398 10.4614 0.267 0.685 -0.044 0.506
H -18.3383 -4.9330 12.5186 -0.932 -0.822 0.107 0.467
H -19.7990 -2.6492 13.7569 -0.116 0.077 -0.391 0.510
H -18.2251 -1.2505 15.1455 0.106 1.872 -1.018 0.481
H -17.6401 -4.4344 17.7580 0.322 -0.193 1.083 0.391
H -19.2377 -5.8072 16.6529 -0.073 0.285 -0.695 0.520
H -26.8710 -4.6444 16.6803 0.067 0.161 0.667 0.464
H -27.7321 -4.7978 19.0669 -0.417 -0.120 0.237 0.406
H -26.4956 -8.8331 19.2276 0.583 -0.595 -0.015 0.544
H -25.3110 -8.5921 17.1106 -0.011 0.173 -0.237 0.339
H -27.6956 -7.7137 15.0249 0.265 -0.158 0.059 0.578
H -28.0059 -8.5403 12.5003 0.458 0.849 0.399 0.563
H -24.9549 -9.6401 8.7487 0.109 0.726 -0.140 1.098
H -22.4183 -9.2215 8.0962 0.154 -0.216 -0.695 0.509
H -27.1383 -10.3735 11.2349 -0.657 0.327 -0.315 0.542
H -28.8342 -11.2345 9.8817 -0.752 -0.630 -0.240 0.505
H -28.9357 -7.7729 7.4428 -0.409 1.191 -1.559 0.484
H -26.7794 -7.0651 8.6106 -0.154 0.746 -0.224 0.490
H -23.7187 -5.2029 17.8088 -0.541 -0.318 -0.977 0.433
H -21.7399 -4.1238 17.0626 1.029 -0.287 -0.746 0.376
O -25.9846 -12.0539 11.1858 -1.617 -0.756 2.822 -0.554
N -25.4274 -11.9212 10.1282 1.751 0.428 -1.838 -0.062
C -24.2092 -12.4936 9.9749 -0.116 -0.332 0.649 0.552
C -23.5829 -13.3979 10.9306 -0.441 0.376 -0.056 0.182
N -23.1699 -14.1376 11.7230 -0.289 0.585 -0.570 -0.608
C -23.5608 -12.0023 8.8385 1.090 -0.426 -1.068 0.305
N -23.0009 -11.6246 7.8976 -0.208 -0.029 0.259 -0.656
O -20.2144 -9.7386 12.4033 -0.195 -0.233 -0.845 -0.500
S -20.5325 -9.8684 13.7929 -0.191 0.725 2.121 0.359
O -20.1124 -8.6829 14.5506 -0.218 -1.026 -0.227 -0.445
O -20.3650 -11.1765 14.3991 -0.122 1.101 -0.438 -0.572
S -22.7922 -9.6299 13.9706 0.570 -0.263 -0.536 0.038
C -22.4633 -10.1010 19.2846 -0.022 -1.816 2.920 -0.850
C -22.9728 -11.5575 19.0301 -0.859 0.271 0.383 -0.560
C -23.8105 -11.6301 17.7973 0.356 0.782 -0.461 0.379
N -24.8125 -10.8584 17.5240 0.341 0.228 0.552 -0.329
N -25.2469 -10.9760 16.2455 -0.811 0.989 0.280 -0.351
C -24.5771 -11.7967 15.5180 0.241 -1.117 1.314 0.224
N -25.0504 -12.1784 14.3170 0.104 -0.091 -1.559 -0.261
S -23.3015 -12.5585 16.4885 0.066 -0.618 -1.913 -0.192
H -21.8708 -10.1469 20.2853 -1.114 0.456 -1.536 0.294
H -23.2496 -9.3413 19.3020 0.069 -0.350 0.124 0.184
H -21.7671 -9.8785 18.5429 1.159 0.570 -1.392 0.305
H -23.6870 -11.9431 19.7635 0.377 0.416 0.732 0.298
H -22.1511 -12.2937 19.0138 -0.238 0.478 -0.203 0.379
H -25.5453 -11.4431 13.8160 -0.048 -0.262 0.319 0.169
H -24.4825 -12.6932 13.6557 0.271 -0.036 0.281 0.213